No. 1
Entry from the OMol25 dataset: a molecular structure, C15H23N5O3SeW (ωB97M-V with the def2-TZVPD basis set).

Structure (ORCA input):
```
! RIJCOSX wB97M-V def2-TZVPD def2/J DEFGRID3
* xyz 2 1
W -1.28285 -0.57680 0.16004
C -0.63685 -2.22109 1.80438
C -1.97094 -1.75309 2.02943
C -2.96970 -2.08696 1.10252
C -2.61166 -2.53577 -0.16443
C -1.24744 -2.82406 -0.45365
C -0.30990 -2.83226 0.61248
H 0.10216 -2.06628 2.57510
H -2.21086 -1.26558 2.96253
H -4.00779 -1.87347 1.32162
H -3.37488 -2.69008 -0.91483
H -0.96555 -3.22760 -1.41586
H 0.68862 -3.20018 0.43838
N -3.10053 0.68559 0.60760
C -3.30316 1.74882 -0.40571
C -1.91852 2.28846 -0.71407
O -1.73189 3.39840 -1.13323
N -0.91753 1.39310 -0.37463
C 0.23898 2.01359 0.25990
C 0.49573 1.26360 1.56340
O 1.45172 1.44487 2.26272
O -0.46887 0.38504 1.81162
H -3.98579 0.22309 0.78953
H -2.82022 1.12620 1.48616
H -3.90943 2.56591 -0.01905
H -3.81522 1.34438 -1.27810
H 0.03382 3.06079 0.48957
H 1.12979 2.00604 -0.36089
C 2.78850 1.55138 -2.52267
N 3.20105 0.99535 -1.23462
C 4.30290 1.40330 -0.52099
C 4.35477 0.64511 0.59754
N 3.27702 -0.20563 0.55984
C 2.96368 -1.18914 1.58659
C 2.56904 0.02644 -0.55283
Se 1.04481 -0.88949 -1.19959
H 3.57362 2.21594 -2.86985
H 1.86271 2.11453 -2.41046
H 2.64966 0.75242 -3.24544
H 4.95895 2.17771 -0.87689
H 5.05105 0.64700 1.41706
H 3.82744 -1.29166 2.23670
H 2.76068 -2.14839 1.11518
H 2.12164 -0.83928 2.18036
N -1.93129 -0.47530 -2.03785
H -2.91481 -0.34622 -2.26307
H -1.61609 -1.26861 -2.59146
H -1.42655 0.32989 -2.41010
*
```

Summary:
Lowest unoccupied orbital energy, eV: -6.92
HOMO-LUMO gap, eV: 7.8
HOMO, eV: -14.68
F_max, Eh/bohr: 0.0101
ΔE to the lowest compared entry with this formula, charge and spin, kcal/mol: 16.9

Results of the natural (NBO) charge analysis, in e, for atoms 1 through 8: 1.270 -0.203 -0.229 -0.151 -0.217 -0.335 -0.082 0.291


No. 2
Entry from the OMol25 dataset: 15 unconnected molecules or ions with the total composition C13H44BNO22 at a distorted geometry (ωB97M-V with the def2-TZVPD basis set).

Structure (ORCA input):
```
! RIJCOSX wB97M-V def2-TZVPD def2/J DEFGRID3
* xyz -2 1
C 6.32438 0.67685 -1.87464
C 6.38685 -0.64469 -1.07001
C 6.99861 -0.32650 0.33260
C 5.99262 0.13044 1.37699
C 4.81321 -0.82546 1.45344
C 4.16706 -1.01630 0.07731
N 5.13375 -1.31428 -0.92363
O 4.59989 -1.77177 -2.10949
C 3.34818 0.26874 -0.25090
C 3.13107 -2.12568 0.15260
C 7.38673 -1.62572 -1.70587
H 7.11760 1.37368 -1.58418
H 5.36094 1.16105 -1.72598
H 6.39272 0.55969 -2.96029
H 7.72807 0.48332 0.23572
H 7.48849 -1.23725 0.68205
H 5.61393 1.14706 1.22060
H 6.46941 0.20536 2.36577
H 4.05380 -0.36329 2.09259
H 5.10308 -1.81854 1.80839
H 3.94338 1.18130 -0.29521
H 2.50566 0.44178 0.43549
H 2.85123 0.15275 -1.21983
H 3.50911 -3.14001 0.27729
H 2.43890 -2.01465 -0.67756
H 2.47177 -1.98719 1.02583
H 8.41964 -1.46009 -1.37624
H 7.39007 -1.55896 -2.79763
H 7.10123 -2.64619 -1.45350
O -0.06481 -1.05751 -0.71276
C -1.05154 -0.39734 -0.57722
O -2.22302 -0.81074 -0.11017
B -3.11134 0.33194 0.14266
O -2.42622 1.45869 -0.51417
C -1.15758 1.14294 -0.72777
O -0.29386 1.88417 -1.09073
O -4.45806 0.09304 -0.38511
C -5.32838 0.13528 0.60727
O -6.52083 0.08458 0.50661
C -4.53813 0.35508 1.91731
O -3.27262 0.51886 1.60127
O -5.03205 0.38100 3.00764
O 0.65817 1.93489 -3.83636
H 1.60460 2.00480 -3.67763
H 0.28920 1.77007 -2.95636
O -3.74431 0.93007 -3.29240
H -3.66426 1.70411 -3.85790
H -3.78286 1.28686 -2.39925
O 1.61352 3.95011 0.74740
H 1.39223 3.01635 0.65181
H 0.79207 4.36702 1.01884
O -6.53142 0.77951 5.92561
H -5.84177 0.64517 5.26712
H -7.31219 0.37181 5.53901
O 1.53796 -1.58829 -3.26493
H 0.95142 -1.64024 -2.50035
H 2.43715 -1.53372 -2.89185
O -2.76442 4.17729 1.06038
H -2.57828 3.34719 0.60481
H -1.92451 4.43689 1.44691
O -8.86501 -1.38143 0.98754
H -8.80849 -1.00758 0.10510
H -8.13764 -0.96535 1.46130
O -1.11390 4.16016 -3.37342
H -0.54767 3.48593 -3.78496
H -0.79516 4.20376 -2.46713
O -3.93293 -3.46929 0.21964
H -3.17126 -3.52579 -0.36410
H -4.55915 -2.91596 -0.25812
O -1.38450 -1.62595 2.90626
H -1.30477 -2.58192 2.98182
H -2.25503 -1.48251 2.52325
O -6.61698 -1.79081 3.95491
H -5.97871 -2.50803 3.99861
H -6.08221 -0.99773 3.82005
O -0.31561 -3.75029 0.27303
H -0.51017 -2.80098 0.27899
H -0.82813 -4.09857 -0.46052
O -7.57129 2.69411 -0.32003
H -7.52844 2.57854 -1.27327
H -7.58818 1.79433 0.02960
*
```

Summary:
Lowest unoccupied orbital energy, eV: 3.49
HOMO-LUMO gap, eV: 3.4
HOMO, eV: 0.07
F_max, Eh/bohr: 0.0333
ΔE to the lowest compared entry with this formula, charge and spin, kcal/mol: 28.4

Results of the Löwdin charge analysis, in e, for atoms 1 through 8: -0.039 -0.518 -0.153 -0.204 -0.153 -0.542 -0.250 -0.275


No. 3
Entry from the OMol25 dataset: a molecular structure, C4H8ClN at a distorted geometry (ωB97M-V with the def2-TZVPD basis set).

Structure (ORCA input):
```
! RIJCOSX wB97M-V def2-TZVPD def2/J DEFGRID3
* xyz 0 1
C 0.66475 0.02170 0.44093
C -0.44245 1.08172 0.27420
C -1.19458 -0.06402 -0.41667
C -0.31532 -1.07235 0.30465
H 2.17073 0.82990 -0.83813
H 2.26637 -0.81296 -0.70932
H 1.09194 -0.03511 1.49037
H -0.26925 1.91198 -0.35683
H -0.83035 1.40639 1.27345
H -0.92755 -0.01950 -1.48133
H -0.77814 -1.29988 1.30443
H -0.05078 -1.90230 -0.29938
N 1.58942 -0.01230 -0.75891
Cl -2.97480 -0.03327 -0.22747
*
```

Summary:
Lowest unoccupied orbital energy, eV: 1.00
HOMO-LUMO gap, eV: 10.5
HOMO, eV: -9.50
F_max, Eh/bohr: 0.0585
ΔE to the lowest compared entry with this formula, charge and spin, kcal/mol: 10.4

Results of the natural (NBO) charge analysis, in e, for atoms 1 through 8: -0.048 -0.421 -0.174 -0.426 0.364 0.364 0.179 0.213


No. 4
Entry from the OMol25 dataset: a molecular structure, C17H37BBr6Cl2F2KLiMgN2NaO10PS at a distorted geometry (ωB97M-V with the def2-TZVPD basis set).

Structure (ORCA input):
```
! RIJCOSX wB97M-V def2-TZVPD def2/J DEFGRID3
* xyz 2 1
C 0.59453 -3.76360 0.39396
C 1.13350 -2.32067 0.84793
C 2.05602 -1.63965 -0.20838
F 2.98132 -2.59325 -0.64246
C 1.27070 -0.97974 -1.42761
C 2.04518 0.37885 -1.73902
C 3.59127 0.17292 -1.96993
C 3.96200 -0.91440 -3.02935
O 4.13756 1.40965 -2.44229
O -0.10632 -0.76314 -1.06117
C -0.96440 -0.81018 -2.19462
F -0.37263 -0.33583 -3.37853
C -2.30133 -0.03509 -1.79968
C -2.47956 1.33793 -2.55894
C -2.98871 2.54206 -1.65223
C -1.99658 2.95862 -0.49503
C -0.46670 2.86118 -0.85513
N 0.27876 3.94802 -0.14195
O -3.48650 -0.80574 -2.02125
C -4.10174 -1.26990 -0.80667
S -4.77974 -2.97543 -1.20847
B -5.39074 -0.36654 -0.45217
O -5.86771 0.50048 -1.47494
O -6.05361 -0.44543 0.80881
P -1.49737 -2.62469 -2.56514
O -2.18931 -2.47235 -4.11846
O -0.11261 -3.56722 -2.85511
H -0.51041 -3.85239 0.53644
H 1.16019 -4.53997 0.97112
H 0.90614 -3.88942 -0.66699
H 1.78047 -2.53161 1.73749
H 0.30921 -1.64981 1.23757
H 2.66117 -0.87421 0.34533
H 1.40860 -1.62462 -2.32333
H 1.59393 0.87713 -2.63693
H 1.90978 1.01625 -0.82447
H 4.09118 -0.02773 -0.98190
H 5.08726 -1.20748 -2.82308
H 3.38419 -1.86688 -2.95772
H 3.85745 -0.53302 -4.07577
H 4.31459 2.00799 -1.70890
H -2.23283 0.20533 -0.69647
H -3.29888 1.19387 -3.31171
H -1.55622 1.70729 -3.05360
H -3.26921 3.42390 -2.28514
H -3.94799 2.20534 -1.15966
H -2.19594 4.04037 -0.24757
H -2.15494 2.39108 0.46798
H -0.10204 1.86538 -0.48330
H -0.25512 2.99220 -1.94251
H 0.91620 3.52483 0.53690
H 0.91393 4.35919 -0.82965
H -3.38925 -1.43972 0.04121
H -5.91953 -3.13596 -0.45595
H -6.09651 -0.05502 -2.24928
H -5.62558 0.16765 1.41814
H -1.47107 -2.31519 -4.75497
H 0.30696 -3.28584 -3.68733
O -5.03928 -1.09805 -4.97156
H -4.53508 -0.96103 -4.16426
C 3.52526 -3.54767 4.38783
Br 1.61341 -3.22269 4.45520
Br 4.12746 -3.91796 2.59080
Br 4.54447 -2.10674 5.19884
H 3.71901 -4.43744 4.97937
C 8.62574 -2.56003 5.77021
Br 8.16205 -1.88065 4.01776
Br 8.03796 -1.35232 7.17870
Br 7.95133 -4.35547 6.03955
H 9.70928 -2.60456 5.81875
Na -1.62396 -1.73385 1.71505
Li -4.64037 3.17452 0.42066
C -4.09588 6.99907 3.63352
N -4.26224 5.69513 2.95317
O -5.05830 5.65453 1.99606
O -3.58623 4.75354 3.37404
H -4.74703 7.73809 3.15395
H -4.37288 6.86295 4.67552
H -3.03485 7.29374 3.53540
Cl 7.88606 -6.61984 4.44156
K 4.75639 -0.65818 7.37733
Cl 6.32576 -0.94610 -4.16635
Mg -3.45911 7.25524 1.50076
*
```

Summary:
Lowest unoccupied orbital energy, eV: -8.94
HOMO-LUMO gap, eV: 1.1
HOMO, eV: -10.02
F_max, Eh/bohr: 0.0819

Results of the Löwdin charge analysis, in e, for atoms 1 through 8: -0.050 -0.195 -0.254 -0.001 -0.230 -0.071 -0.392 -0.152